Entry 1:
Density functional theory data (the ωB97M-V functional and the def2-TZVPD basis) for a gas-phase ion, C4H10NO (charge -1) in a non-equilibrium geometry.

Values from the calculation:
SMILES: CNCCC[O-]
Lowest unoccupied orbital energy (eV): 4.4
Maximum force (hartree/bohr): 0.09887
Kohn-Sham gap (eV): 6.917
E_HOMO (Ha): -0.0933
Net charge: -1

Atoms and positions in Å:
H1 2.3925 -0.7462 -0.9941
H2 -0.8218 0.5844 -1.1919
H3 1.0304 1.0428 1.6828
H4 -1.3506 0.7660 1.6723
C1 0.8117 0.5846 0.7219
H5 1.1067 1.0516 -0.1856
C2 1.3692 -1.2534 -0.8645
O1 -1.8474 -1.1119 -0.4830
H6 0.5854 -0.9367 -1.5727
H7 -2.4974 0.9007 -0.5281
C3 -1.6143 0.2827 -0.3134
H8 1.6601 -2.3838 -0.7045
H9 -0.6568 2.1663 0.8519
H10 -0.2341 -1.0769 0.6591
N1 0.8132 -0.8434 0.5099
C4 -0.7467 0.9733 0.7398

Charges per atom according to Mulliken partitioning, unit e:
1. H 0.256
2. H -0.024
3. H 0.317
4. H 0.367
5. C -0.541
6. H 0.356
7. C -0.652
8. O -0.839
9. H 0.296
10. H 0.338
11. C -0.440
12. H 0.224
13. H 0.302
14. H 0.395
15. N -0.613
16. C -0.743

=====

Entry 2:
Density functional theory data (the ωB97M-V functional and the def2-TZVPD basis) for a single C5H10O2 molecule.

Values from the calculation:
SMILES: OC[C@H]1CCOC1
Lowest unoccupied orbital energy (eV): 0.8
Maximum force (hartree/bohr): 0.00976
Kohn-Sham gap (eV): 10.337
E_HOMO (Ha): -0.3492

Atoms and positions in Å:
O1 2.5673 0.0248 0.8916
H1 -0.2316 1.9497 0.8750
H2 -0.6779 -2.0283 -0.6484
H3 3.3376 -0.5587 0.8934
C1 -0.4233 1.2030 0.0994
O2 -2.0119 -0.4792 -0.4936
C2 -0.6971 -0.9365 -0.6914
C3 -1.9240 0.8535 0.0051
H4 1.6254 -1.6794 0.2230
H5 -0.0707 1.6062 -0.8578
H6 1.8341 -0.4181 -1.0107
H7 -2.4080 0.8695 0.9908
H8 -0.0549 -0.4776 1.3689
C4 0.1724 -0.1937 0.3318
H9 -0.3454 -0.6373 -1.6972
C5 1.6114 -0.5901 0.0544
H10 -2.4731 1.5256 -0.6637

Charges per atom according to Mulliken partitioning, unit e:
1. O -0.517
2. H 0.325
3. H 0.380
4. H 0.334
5. C -0.681
6. O -0.382
7. C -0.693
8. C -0.397
9. H 0.385
10. H 0.285
11. H 0.267
12. H 0.272
13. H 0.223
14. C 0.396
15. H 0.321
16. C -0.795
17. H 0.277

=====

Entry 3:
Density functional theory data (the ωB97M-V functional and the def2-TZVPD basis) for a molecular structure, C17H16BCoF5N6S2Se in a non-equilibrium geometry.

Values from the calculation:
⟨S²⟩: 6.03
Lowest unoccupied orbital energy (spin up / spin down) (eV): -2.3 / -6.2
2S+1: 5
Maximum force (hartree/bohr): 0.02069
Kohn-Sham gap (spin up / spin down) (eV): 8.859 / 5.071
E_HOMO (spin up / spin down) (Ha): -0.4100 / -0.4151
Net charge: +1

Atoms and positions in Å:
H1 2.8729 -0.6853 2.2656
N1 0.1181 -3.5152 -0.4826
H2 1.3865 2.6655 2.4872
H3 3.3535 1.5371 -2.1809
N2 2.0234 1.8819 -0.6014
B1 1.8084 -0.1527 2.4589
F1 -0.4062 4.9142 -4.8180
C1 -0.6669 4.3081 -3.6711
C2 -2.4600 -2.9532 2.6975
C3 1.8534 0.6782 -0.0053
H4 -2.9844 -2.6878 3.6137
H5 -2.4696 -5.3270 -1.1832
N3 -1.0692 -2.5222 2.7597
H6 1.9506 3.9213 0.1083
S1 -1.5126 -0.1855 1.4094
N4 -0.7705 -2.5475 -0.7552
H7 -2.9453 -2.4658 1.8583
C4 -1.0869 2.2826 -2.4116
C5 -0.5750 -1.3619 2.2679
N5 1.5915 0.8914 1.2963
C6 -0.8364 2.9436 -3.6194
C7 1.0716 -2.4806 3.2056
Co1 -0.3209 -0.5466 -0.5059
C8 -1.1939 3.0612 -1.2577
C9 -0.0444 -3.2234 3.3591
C10 -1.7349 -4.5626 -0.9915
C11 1.5856 2.2508 1.5135
H8 -2.4949 -4.0326 2.5643
H9 2.5624 3.1251 -2.1749
C12 -0.7675 5.0518 -2.5040
H10 0.1639 -5.6281 -0.4488
S2 2.0121 -0.8428 -0.8044
C13 -0.4186 -4.7371 -0.6212
C14 -1.9048 -3.1763 -1.0546
F2 -0.7266 2.2513 -4.7449
F3 -0.5963 6.3531 -2.5446
C15 -1.0418 4.4297 -1.2952
H11 2.0817 -2.6654 3.5311
H12 -0.1962 -4.1807 3.8289
Se1 -1.3388 0.4196 -2.4278
F4 -1.4494 2.4964 -0.0879
N6 0.7377 -1.3237 2.5298
H13 1.7526 0.4646 3.4921
C16 1.8590 2.8736 0.3448
H14 -2.7910 -2.6107 -1.3026
H15 1.6643 1.6673 -2.6628
C17 2.4217 2.0631 -1.9896
F5 -1.1374 5.1464 -0.1875
H16 1.0694 -3.2629 -0.2574

Charges per atom according to Mulliken partitioning, unit e:
1. H -0.116
2. N 0.104
3. H 0.531
4. H 0.399
5. N 0.435
6. B 0.383
7. F -0.275
8. C 0.387
9. C -0.905
10. C -0.143
11. H 0.299
12. H 0.420
13. N 0.231
14. H 0.554
15. S -0.517
16. N 0.350
17. H 0.323
18. C -0.359
19. C 0.152
20. N 0.088
21. C 0.399
22. C -0.841
23. Co 0.354
24. C 0.461
25. C -0.374
26. C -0.835
27. C -0.882
28. H 0.365
29. H 0.323
30. C 0.578
31. H 0.479
32. S -0.456
33. C -0.120
34. C -0.551
35. F -0.332
36. F -0.273
37. C 0.015
38. H 0.508
39. H 0.484
40. Se 0.008
41. F -0.300
42. N 0.560
43. H -0.181
44. C -0.358
45. H 0.506
46. H 0.340
47. C -0.971
48. F -0.318
49. H 0.073

=====

Entry 4:
Density functional theory data (the ωB97M-V functional and the def2-TZVPD basis) for 2 unconnected molecules or ions with the total composition C2H2NO4 in a non-equilibrium geometry.

Values from the calculation:
Lowest unoccupied orbital energy (spin up / spin down) (eV): 4.1 / 4.1
Maximum force (hartree/bohr): 0.06277
Kohn-Sham gap (spin up / spin down) (eV): 6.413 / 7.411
E_HOMO (spin up / spin down) (Ha): -0.0840 / -0.1209
Net charge: -1

Atoms and positions in Å:
O1 1.5126 -0.1651 -1.1325
O2 -1.0161 0.2990 -1.7289
O3 0.1619 1.4462 0.8019
N1 -0.1155 0.7826 -2.3063
O4 -0.9058 -0.4392 1.6092
H1 -1.0301 0.1289 2.3504
C1 0.7554 -0.6044 -0.2086
C2 0.1020 0.2397 0.6937
H2 0.5357 -1.6877 -0.0789

Charges per atom according to Mulliken partitioning, unit e:
1. O -0.643
2. O -0.260
3. O -0.636
4. N 0.090
5. O -0.550
6. H 0.273
7. C -0.176
8. C 0.634
9. H 0.270

=====

Entry 5:
Density functional theory data (the ωB97M-V functional and the def2-TZVPD basis) for a molecular structure, C29H29CdN10O2S2.

Values from the calculation:
Lowest unoccupied orbital energy (eV): 2.7
Maximum force (hartree/bohr): 0.01171
Kohn-Sham gap (eV): 7.185
E_HOMO (Ha): -0.1643
Net charge: -1

Atoms and positions in Å:
H1 1.2080 -2.6357 4.9330
H2 -2.1398 -1.9737 2.3418
C1 3.0809 1.5534 1.3442
H3 -4.7136 1.2713 4.3048
S1 1.3730 3.3842 -1.2582
Cd1 0.1005 0.6156 -0.1124
N1 0.2231 2.7535 -0.5839
C2 0.7885 -2.4199 3.9567
H4 -1.6241 2.3680 -6.7586
C3 -1.0708 -2.0411 2.5217
H5 1.5370 3.1294 4.4276
H6 -4.2473 -0.0097 -3.1361
H7 -0.3824 -3.1479 -5.9094
C4 2.3094 -1.0774 -1.7819
C5 -0.2617 1.9283 -5.1509
O1 2.4990 2.5810 -1.7924
H8 -4.9416 -1.5613 3.1601
C6 1.5677 -1.6937 -2.9590
H9 -5.0355 0.3131 1.4769
H10 -0.9696 -3.6466 -3.5409
H11 -3.4425 -0.7894 3.7014
C7 1.2815 1.7815 2.7669
H12 4.8445 2.7177 1.7305
H13 -3.5843 1.3121 -5.6646
C8 3.2805 3.0348 3.1852
N2 -3.2544 0.0915 -3.0539
H14 -5.3159 -0.1389 5.2030
C9 -5.2221 0.3087 4.2080
N3 -1.2801 0.1345 -2.0469
H15 2.6897 -2.2949 2.9296
C10 1.0378 -1.9202 1.6340
H16 0.8968 1.3824 -3.4141
H17 -6.2287 0.4885 3.8172
H18 -1.5830 1.9643 4.5285
C11 -2.5235 -0.2304 -1.9541
H19 2.8678 -0.7824 -4.4088
C12 0.2038 -2.7387 -5.0974
C13 -2.4130 0.7565 -3.9281
C14 -1.1685 0.7715 -3.2843
H20 1.6178 -1.7057 -6.3491
N4 -0.2832 -1.8056 1.4697
H21 0.0767 1.8973 5.1762
C15 -1.5144 1.9108 -5.7830
H22 -1.2711 -2.5324 4.6018
C16 -3.0960 0.7380 1.6477
C17 1.3118 -1.9369 -5.3352
S2 -3.1658 1.7405 0.2659
C18 -0.1273 -2.9996 -3.7779
C19 -2.6135 1.3227 -5.1815
H23 -0.8187 0.4115 4.8013
N5 -2.1045 0.6113 2.5005
N6 -4.2188 -0.0140 1.9632
C20 1.9928 2.6840 3.5551
H24 -2.9480 -0.7645 -1.1179
C21 -0.1168 1.4099 3.0747
C22 -0.6291 1.4409 4.4849
C23 -0.5877 -2.3560 3.7796
O2 2.8994 -2.6168 0.3942
C24 3.8458 2.4608 2.0584
H25 3.1929 -1.6948 -1.6074
C25 -4.4267 -0.6033 3.2769
N7 0.5278 -2.4957 -2.7311
N8 1.5455 -0.9880 -0.5482
H26 3.4696 1.0613 0.4600
C26 -0.0709 1.3617 -3.9039
C27 1.9223 -1.8437 0.3988
H27 0.5719 2.4083 -5.6499
C28 2.0034 -1.4204 -4.2587
N9 -0.8780 1.0338 2.1094
H28 3.8385 3.7516 3.7757
H29 2.6490 -0.0795 -2.0685
N10 1.8357 1.2342 1.6833
C29 1.6124 -2.2194 2.8650

Charges per atom according to Mulliken partitioning, unit e:
1. H 0.394
2. H 0.773
3. C -0.293
4. H 0.300
5. S 0.098
6. Cd 2.132
7. N -0.467
8. C -0.395
9. H 0.374
10. C -0.391
11. H 0.379
12. H 0.222
13. H 0.382
14. C -1.458
15. C -1.160
16. O -0.534
17. H 0.355
18. C 0.624
19. H 0.278
20. H 0.389
21. H 0.050
22. C 0.038
23. H 0.425
24. H 0.397
25. C -0.441
26. N -0.020
27. H 0.356
28. C -1.278
29. N 0.123
30. H 0.450
31. C 0.218
32. H 0.507
33. H 0.338
34. H 0.255
35. C -1.094
36. H 0.364
37. C -0.434
38. C 0.534
39. C 0.665
40. H 0.394
41. N -0.306
42. H 0.424
43. C -0.454
44. H 0.416
45. C -0.211
46. C -0.454
47. S -0.404
48. C -0.368
49. C -1.108
50. H 0.174
51. N -0.442
52. N -0.112
53. C -1.097
54. H 0.646
55. C 0.780
56. C -1.361
57. C -0.788
58. O -0.789
59. C -0.935
60. H 0.428
61. C -0.111
62. N -0.245
63. N 0.610
64. H 0.225
65. C -0.348
66. C 0.121
67. H 0.444
68. C -0.646
69. N 0.262
70. H 0.392
71. H 0.285
72. N 0.624
73. C -0.506

=====

Entry 6:
Density functional theory data (the ωB97M-V functional and the def2-TZVPD basis) for a molecular structure, C16H28N3O2S2Tc in a non-equilibrium geometry.

Values from the calculation:
⟨S²⟩: 0.82
Lowest unoccupied orbital energy (spin up / spin down) (eV): -12.3 / -12.3
2S+1: 2
Maximum force (hartree/bohr): 0.07586
Kohn-Sham gap (spin up / spin down) (eV): 5.138 / 5.111
E_HOMO (spin up / spin down) (Ha): -0.6402 / -0.6405
Net charge: +3

Atoms and positions in Å:
H1 -1.6804 2.6719 -2.2709
C1 -3.3128 2.6831 0.6807
H2 -3.4579 0.1234 2.6538
C2 -2.6733 3.0927 2.0202
C3 -3.3541 -2.7812 4.3806
C4 -3.7145 -1.4695 4.0503
C5 4.0685 0.4692 -0.9795
O1 -0.9692 -1.6445 0.1706
C6 4.0203 1.1031 -2.3607
H3 -4.4063 -0.9229 4.6750
H4 4.5585 -1.3051 -3.1936
N1 -2.1136 0.2667 0.6994
H5 -0.5233 4.7981 -1.8136
H6 6.5113 -1.2220 -1.5097
H7 -1.1082 4.8509 -0.1592
N2 -0.4330 -2.8916 -2.0005
C7 -1.9180 -2.9070 2.4527
Tc1 0.3411 -1.2182 -1.1010
H8 -2.0128 3.9485 1.8866
C8 6.0946 -2.1557 -1.8970
H9 -2.1191 2.2653 2.4633
H10 0.0621 3.6038 -0.6384
H11 -3.9879 1.8407 0.8235
N3 -2.3211 2.2894 -0.3167
H12 4.0167 2.1895 -2.2641
H13 6.7031 -2.4451 -2.7530
C9 -2.4539 -3.4823 3.5788
H14 -3.4583 3.3864 2.7150
C10 -1.9512 3.2300 -1.3778
H15 3.3809 0.9292 -0.2703
S1 -0.4025 0.7485 -1.3610
C11 -2.2817 -1.5938 2.1097
H16 -1.2134 -3.4645 1.8405
C12 4.6561 -1.9857 -2.3539
H17 6.2010 -2.9348 -1.1428
S2 3.6680 -1.3330 -0.9377
H18 -2.1725 -4.4921 3.8477
C13 -1.7322 -0.9768 0.9419
C14 -3.1841 -0.8855 2.9271
H19 -3.8693 3.5138 0.2588
H20 4.8893 0.8506 -2.9649
H21 5.0618 0.5457 -0.5325
H22 3.1131 0.8163 -2.8984
C15 -1.7705 1.0946 -0.1989
H23 -3.7729 -3.2551 5.2584
H24 -2.8392 3.8099 -1.6174
C16 -0.8096 4.1786 -0.9629
H25 0.2817 -3.4268 -2.5023
H26 4.2079 -2.9503 -2.5998
O2 2.2001 -1.3708 -1.4837
H27 -1.1666 -2.6842 -2.6797
H28 -0.8530 -3.5014 -1.2929

Charges per atom according to Mulliken partitioning, unit e:
1. H 0.576
2. C -0.675
3. H 0.327
4. C -1.042
5. C -0.416
6. C -0.789
7. C -0.425
8. O -0.682
9. C -1.215
10. H 0.464
11. H 0.361
12. N -0.034
13. H 0.386
14. H 0.334
15. H 0.316
16. N -0.660
17. C -0.463
18. Tc 1.083
19. H 0.323
20. C -1.099
21. H 0.326
22. H 0.274
23. H 0.453
24. N 0.071
25. H 0.371
26. H 0.362
27. C -0.794
28. H 0.364
29. C -0.969
30. H 0.415
31. S 0.130
32. C 0.891
33. H 0.317
34. C -0.446
35. H 0.375
36. S 0.362
37. H 0.434
38. C 0.548
39. C -0.219
40. H 0.410
41. H 0.357
42. H 0.481
43. H 0.325
44. C 0.705
45. H 0.449
46. H 0.400
47. C -0.854
48. H 0.386
49. H 0.431
50. O -0.673
51. H 0.330
52. H 0.316

=====

Energy relative to the best compared isomer or geometry (same formula, charge and spin) for the records above, in order: 66.7; 41.1; 4.4; 119.0; 20.7; 17.0 kcal per mole